# 1
The following is a quantum chemistry calculation of a 4-piece molecular cluster, C29H55FNO10 overall, from the OMol25 dataset.

Element x y z (Å)
C1 -0.3327 4.6357 1.6318
O1 -1.1085 5.5812 2.3300
C2 -2.5169 5.4195 2.1300
C3 -3.0071 6.2801 0.9517
C4 -3.6464 5.5142 -0.2199
C5 -4.5585 4.3428 0.1856
C6 -3.8926 2.9669 -0.0743
C7 -4.4142 2.2303 -1.3275
C8 -3.4823 2.3533 -2.5503
C9 -2.8344 1.0204 -2.9700
C10 -1.4208 0.8461 -2.4194
C11 -0.7245 -0.3826 -3.0479
C12 0.6751 -0.0879 -3.5964
C13 1.7842 0.0431 -2.5867
C14 2.1091 -1.0306 -1.7273
O2 1.4109 -2.1899 -1.8460
C15 2.0695 -3.1782 -2.6985
C16 1.9462 -4.5858 -2.1336
C17 0.5543 -4.8232 -1.5878
O3 2.2417 -5.4956 -3.1823
C18 3.1437 -0.9110 -0.7956
C19 3.5961 -1.9701 0.1836
O4 4.6689 -1.8884 0.6718
O5 2.7578 -2.9987 0.4649
C20 2.0512 -2.8376 1.6857
O6 1.5747 -1.5224 1.8271
C21 0.3248 -1.2579 1.3184
C22 -0.8569 -2.1096 1.6751
O7 0.2058 -0.2853 0.6486
C23 3.8563 0.2814 -0.7422
C24 3.5214 1.3081 -1.5943
N1 2.5252 1.1740 -2.4906
C25 2.2906 2.3488 -3.3672
C26 1.4614 3.4095 -2.6523
F1 3.5236 2.8706 -3.6559
H1 -0.8546 4.2124 0.7697
H2 0.5693 5.1105 1.2562
H3 -0.0741 3.8133 2.3018
H4 -2.6962 4.3571 1.9754
H5 -3.0021 5.7535 3.0399
H6 -2.1221 6.7824 0.5684
H7 -3.6702 7.0690 1.2927
H8 -2.8780 5.2141 -0.9273
H9 -4.2633 6.2320 -0.7610
H10 -5.5116 4.3800 -0.3318
H11 -4.7763 4.3956 1.2488
H12 -3.9877 2.3492 0.8173
H13 -2.8256 3.1272 -0.2198
H14 -5.3906 2.6270 -1.5893
H15 -4.5542 1.1846 -1.0619
H16 -2.6935 3.0763 -2.3606
H17 -4.0980 2.6833 -3.3813
H18 -2.8300 0.9399 -4.0580
H19 -3.4577 0.2026 -2.6136
H20 -1.5419 0.6280 -1.3659
H21 -0.8445 1.7644 -2.5202
H22 -0.7496 -1.2104 -2.3519
H23 -1.3224 -0.6893 -3.9033
H24 0.5751 0.7728 -4.2433
H25 0.9658 -0.9175 -4.2421
H26 1.5588 -3.1484 -3.6614
H27 3.1049 -2.8912 -2.8646
H28 2.6861 -4.7915 -1.3700
H29 0.3152 -4.1422 -0.7758
H30 0.4616 -5.8351 -1.2046
H31 -0.2014 -4.6844 -2.3618
H32 1.5457 -5.4183 -3.8447
H33 2.7349 -3.0142 2.5115
H34 1.2894 -3.6052 1.7267
H35 -1.3676 -1.6103 2.4930
H36 -1.5110 -2.1131 0.8123
H37 -0.6322 -3.1310 1.9528
H38 4.6651 0.4002 -0.0422
H39 4.0701 2.2306 -1.5423
H40 1.8765 2.0504 -4.3172
H41 2.1603 4.1469 -2.2691
H42 0.7709 3.8983 -3.3260
H43 0.9612 2.9845 -1.7875
C27 2.7395 -9.0176 -1.3330
O8 3.4005 -8.6866 -2.5469
H44 2.6686 -10.1004 -1.2784
H45 3.3021 -8.6567 -0.4669
H46 1.7293 -8.5958 -1.3092
H47 3.4595 -7.7283 -2.5921
C28 0.0087 -2.0602 5.7205
O9 0.5160 -2.8523 4.6375
H48 -0.3416 -2.7361 6.4942
H49 0.7870 -1.4216 6.1324
H50 -0.8277 -1.4427 5.3816
H51 0.8251 -2.2490 3.9590
C29 0.6616 1.2396 8.4646
O10 0.4927 -0.1557 8.2190
H52 0.6374 1.7488 7.5046
H53 -0.1450 1.6263 9.0912
H54 1.6213 1.4378 8.9472
H55 0.5139 -0.6048 9.0684

Results
Lowest unoccupied orbital energy, Ha: -0.1651
Total charge: +1
Frontier orbital gap, eV: 6.85
Max |F|, hartree/bohr: 0.025
E_tot, Ha: -2044.6720

---

# 2
The following is a quantum chemistry calculation of a 2-piece molecular cluster, C3H12N2O2 overall, from the OMol25 dataset.

Element x y z (Å)
C1 -0.2823 -2.2571 -0.2129
O1 -0.0886 -0.9234 -0.6261
C2 1.2475 -0.1154 0.1741
C3 1.4339 1.0514 -0.7558
N1 0.8251 0.2157 1.4318
H1 0.5586 -2.8813 -0.5332
H2 -0.3831 -2.3384 0.8795
H3 -1.2033 -2.6364 -0.6613
H4 2.0469 -0.8599 0.1531
H5 0.5475 1.6860 -0.7471
H6 2.2959 1.6291 -0.4187
H7 1.6036 0.6951 -1.7685
H8 -0.1532 0.6419 1.3730
H9 0.8251 -0.5611 2.0814
N2 -1.7852 1.8755 -0.2201
O2 -1.7106 0.6120 0.4748
H10 -2.1520 2.5263 0.4731
H11 -2.5264 1.7672 -0.9124
H12 -1.0993 -0.1273 -0.1847

Results
Lowest unoccupied orbital energy, Ha: 0.0366
Total charge: 0
SMILES: CO[C@@H](C)N.NO
Energy relative to the best compared isomer or geometry (same formula, charge and spin), eV: 3.562
Frontier orbital gap, eV: 9.43
Max |F|, hartree/bohr: 0.044
E_tot, Ha: -381.3840